A molecular structure, C22H43N3O3SSi4TeW, computed with ωB97M-V with the def2-TZVPD basis set.

Structure (XYZ):
```
78
Properties=species:S:1:pos:R:3:forces:R:3:mulliken_charge:R:1
W -2.460 0.469 -0.029 0.182 -0.727 0.937 1.32
Te 0.071 0.400 -0.073 0.167 -0.251 0.163 -0.83
S -2.715 0.726 2.350 -0.296 -0.297 -0.469 -0.36
Si 2.691 0.270 -0.133 0.195 0.137 -0.130 -0.03
Si 3.081 -0.841 1.924 -0.113 -0.010 0.039 0.42
Si 3.284 2.561 -0.221 -0.004 0.051 0.003 0.51
Si 3.159 -0.999 -2.075 -0.092 -0.016 -0.027 0.50
O -2.191 1.091 -2.557 0.293 -0.232 -0.333 -0.54
O -3.117 2.420 -0.403 0.651 1.585 0.984 -0.55
O -4.195 0.733 -1.100 -1.531 -0.984 -0.015 -0.57
N -3.925 -1.843 2.382 -0.053 0.135 0.011 0.36
N -2.857 -1.846 0.280 -0.017 0.891 -0.362 -0.21
N -3.703 -0.812 4.277 0.025 0.011 -0.155 0.16
C -4.751 -3.560 -0.768 -0.048 -0.037 -0.050 -0.54
C 5.152 2.593 -0.047 -0.101 0.065 -0.010 -1.03
C -4.164 1.806 -3.875 0.104 -0.190 0.076 -1.57
C -3.184 2.129 -2.766 -0.931 0.575 -0.164 1.79
C 2.101 -2.441 1.979 0.031 0.065 0.010 -0.81
C -3.755 1.905 -1.348 1.253 -0.624 -0.881 0.31
C -2.530 3.484 -2.929 0.046 -0.052 0.018 -1.71
C -3.374 0.205 5.273 0.003 0.011 0.004 -0.85
C -3.458 -0.705 2.962 0.050 0.152 0.126 0.14
C 5.019 -0.924 -2.297 -0.100 -0.020 -0.058 -1.05
C -4.321 -2.014 4.544 -0.044 -0.108 -0.075 -0.61
C -3.634 -3.224 -1.521 -0.025 -0.017 0.177 -1.01
C 2.260 -0.226 -3.534 0.055 -0.059 0.036 -0.65
C 2.572 0.279 3.341 0.046 -0.065 -0.039 -1.06
C -3.899 -2.245 1.021 0.237 0.012 -0.209 0.56
C 2.571 -2.762 -1.818 0.031 0.057 -0.002 -0.99
C 4.926 -1.171 1.917 -0.103 -0.021 0.062 -1.02
C -4.882 -3.084 0.528 0.106 0.020 0.012 -0.72
C -2.717 -2.364 -0.957 0.111 -0.137 0.047 0.16
C 2.728 3.257 -1.873 0.031 -0.047 0.050 -0.91
C 2.452 3.483 1.181 0.031 -0.035 -0.039 -0.96
C -4.462 -2.661 3.376 -0.038 -0.058 0.176 -0.37
H -3.651 1.808 -4.837 0.016 0.001 -0.011 0.42
H 3.319 2.865 -2.702 0.025 -0.022 0.009 0.28
H -5.520 -4.201 -1.175 0.012 -0.019 -0.024 0.47
H 1.370 3.341 1.182 -0.020 -0.010 -0.036 0.26
H 5.202 -1.644 2.863 0.020 -0.001 0.004 0.40
H 2.612 -3.306 -2.764 0.011 -0.004 -0.007 0.41
H 2.831 3.177 2.157 0.023 -0.020 0.000 0.28
H 2.199 -2.893 2.968 0.016 -0.010 0.005 0.40
H 5.352 0.075 -2.585 -0.008 0.026 0.004 0.30
H 1.211 -0.032 -3.303 -0.025 -0.026 0.032 -0.10
H 2.845 4.343 -1.869 0.014 0.008 -0.001 0.39
H 2.293 -0.908 -4.387 0.013 0.007 -0.015 0.42
H 1.590 0.730 3.182 -0.032 -0.020 -0.024 0.33
H -3.277 4.275 -2.875 -0.011 -0.001 -0.005 0.39
H 5.658 1.960 -0.777 -0.020 -0.020 -0.028 0.29
H 1.678 3.038 -2.077 -0.023 -0.003 0.036 0.19
H 5.516 -0.259 1.823 -0.012 0.034 -0.009 0.30
H 2.458 -3.165 1.246 0.021 0.005 -0.026 0.28
H -3.741 -0.140 6.234 0.013 0.019 0.010 0.30
H 2.642 4.553 1.072 0.017 0.006 0.005 0.40
H 2.529 -0.301 4.266 0.017 0.005 0.013 0.39
H -1.728 0.857 -3.375 -0.047 0.094 0.115 0.29
H -4.940 2.569 -3.913 0.000 0.000 -0.010 0.42
H -4.629 0.833 -3.722 -0.008 0.008 0.008 0.39
H 1.038 -2.273 1.792 -0.017 0.031 0.013 0.11
H -1.778 3.654 -2.162 -0.023 -0.002 -0.002 0.38
H 3.201 -3.295 -1.105 0.026 0.009 0.017 0.29
H -4.591 -2.300 5.545 -0.017 -0.038 -0.002 0.45
H -2.061 3.535 -3.912 0.022 0.018 -0.010 0.44
H 3.287 1.088 3.494 0.017 0.011 -0.027 0.30
H -3.474 -3.611 -2.516 -0.033 -0.025 -0.008 0.46
H 5.508 3.615 -0.199 0.010 0.004 0.007 0.39
H 2.714 0.715 -3.844 0.017 0.019 0.028 0.30
H -3.858 1.144 5.012 0.014 0.006 0.017 0.38
H 5.217 -1.851 1.115 -0.014 -0.013 -0.027 0.28
H 1.544 -2.804 -1.450 -0.029 0.032 -0.007 0.23
H -4.847 -3.639 3.162 -0.006 -0.006 0.007 0.51
H 5.309 -1.610 -3.097 0.015 0.008 -0.011 0.39
H -1.804 -2.083 -1.472 -0.103 0.097 -0.031 0.42
H -2.295 0.341 5.317 -0.008 0.024 0.003 0.36
H 5.566 -1.219 -1.401 -0.018 -0.015 0.038 0.31
H 5.470 2.283 0.950 -0.012 -0.014 0.021 0.30
H -5.738 -3.355 1.128 -0.004 0.018 0.016 0.53
```
Forces are in eV/Å.

Values from the calculation:
* orbital gap (spin up / spin down): 5.272 / 6.733 eV
* total charge: +2
* DFT total energy: -85577.889 eV
* multiplicity: 3
* max |F|: 0.038 Eh/bohr
* ΔE to the lowest compared entry with this formula, charge and spin: 39.9 kcal/mol

=====

A molecular structure, C13H9BBrCl4F4NO5STl, computed with ωB97M-V with the def2-TZVPD basis set.

Structure (XYZ):
```
40
Properties=species:S:1:pos:R:3:forces:R:3:mulliken_charge:R:1
Tl -1.073 0.471 1.459 0.290 -0.074 0.575 1.06
Br 0.571 -0.036 5.273 -0.018 -0.001 0.145 -0.18
Cl 0.011 1.688 -4.957 -0.003 0.137 -0.240 -0.23
Cl 0.221 -1.689 -5.436 -0.082 -0.048 -0.254 -0.22
Cl 0.648 -3.236 -2.556 0.037 -0.181 0.125 -0.26
Cl 1.806 1.752 -1.873 0.653 0.329 -0.046 -0.19
S -3.055 0.246 -1.025 0.483 0.425 -1.849 1.37
F -3.670 -0.170 2.143 0.768 0.060 0.339 -0.36
F -5.596 0.912 1.613 -0.468 0.951 0.041 -0.38
F -4.770 -0.666 0.201 -0.428 -0.437 -0.210 -0.41
F -5.650 -1.263 2.205 -0.506 -0.780 0.454 -0.34
O -2.307 -0.844 -0.488 -0.165 -0.291 0.076 -0.62
O 0.641 -0.734 -0.420 0.033 -0.018 0.407 -0.78
O -0.758 2.030 -0.723 -0.099 -0.128 -0.296 -0.68
O -1.915 0.821 -2.224 -0.979 -0.524 0.011 -0.33
O -3.345 1.418 -0.287 -0.575 0.116 0.074 -0.53
N 1.620 0.079 2.750 -0.379 -0.067 0.328 -0.11
C 0.507 -1.529 -2.700 -0.081 -0.405 0.487 -0.31
C -4.187 -0.229 -2.341 0.143 0.102 0.588 -1.14
C -0.805 1.320 -1.703 0.393 0.964 0.603 0.00
C 1.987 0.022 4.008 0.115 0.016 0.023 -0.08
C 0.537 -0.635 -1.652 0.177 -0.211 -0.516 -0.03
C 0.356 -0.863 -3.957 0.170 1.014 0.167 0.65
C 4.279 0.053 3.451 -0.185 0.013 -0.170 -0.42
C 2.553 0.117 1.816 0.524 0.006 -0.080 0.02
C 4.927 0.161 1.008 -0.063 -0.027 -0.053 -1.19
C 3.917 0.109 2.109 -0.071 0.017 0.306 0.36
C 3.304 0.003 4.435 -0.173 -0.010 -0.034 -0.48
C 0.424 0.789 -2.347 0.034 -0.499 -0.178 1.69
C 0.338 0.480 -3.793 -0.093 -0.430 -0.239 -0.56
B -4.940 -0.281 1.579 -0.052 -0.164 -0.164 0.48
H -4.275 0.623 -2.998 0.058 0.217 -0.093 0.37
H 5.936 0.228 1.409 0.054 0.013 -0.058 0.37
H -5.139 -0.507 -1.914 -0.031 0.006 0.179 0.39
H -3.721 -1.065 -2.844 0.172 -0.115 -0.074 0.36
H 4.848 -0.731 0.388 0.077 -0.029 -0.079 0.29
H 2.180 0.135 0.802 0.063 0.015 -0.218 0.41
H 4.734 1.020 0.368 0.090 0.037 -0.084 0.28
H 3.544 -0.049 5.485 0.026 0.008 0.041 0.39
H 5.322 0.048 3.738 0.093 -0.008 -0.034 0.36
```
Forces are in eV/Å.

Values from the calculation:
* orbital gap: 6.716 eV
* total charge: -1
* DFT total energy: -172570.462 eV
* max |F|: 0.038 Eh/bohr
* ΔE to the lowest compared entry with this formula, charge and spin: 29.6 kcal/mol

=====

2 unconnected molecules or ions with the total composition C6H15N3, computed with ωB97M-V with the def2-TZVPD basis set.

Structure (XYZ):
```
24
Properties=species:S:1:pos:R:3:forces:R:3:mulliken_charge:R:1
N -2.874 -0.932 0.074 1.221 1.626 0.243 -0.25
N -0.442 0.053 -0.708 -0.494 -1.542 -1.265 -0.49
N -1.985 -1.371 -0.562 -1.300 0.191 0.544 -0.06
C 0.737 -0.309 1.549 2.981 -0.441 -1.130 -1.53
C -1.049 1.219 -0.268 -1.282 -0.960 -2.418 -0.39
C 0.614 -0.553 0.034 0.036 -0.467 -0.501 1.75
C -0.318 2.487 -0.349 1.578 0.856 1.780 -1.39
C 1.808 0.026 -0.725 0.621 1.048 1.269 -1.77
C 0.547 -2.097 -0.217 -0.257 0.610 -0.674 -1.57
H 0.010 -0.941 1.974 -0.880 -0.445 1.255 0.40
H 1.598 -0.140 -1.782 0.361 0.894 0.038 0.47
H 0.177 2.661 -1.268 0.024 0.067 -1.317 0.34
H -1.174 3.137 -0.212 0.686 1.232 0.307 0.41
H -0.426 -2.558 -0.030 0.392 0.259 0.811 0.41
H -1.827 1.395 -1.057 -0.216 -0.348 1.087 0.38
H 2.135 1.046 -0.289 -1.108 -1.057 -1.463 0.29
H 1.829 -0.761 1.773 -2.471 1.221 0.063 0.37
H 0.537 2.582 0.381 -1.238 0.234 -0.177 0.26
H -3.688 -1.386 0.502 -0.034 -1.002 -0.672 0.24
H 2.672 -0.514 -0.460 1.292 -1.265 0.193 0.49
H 1.306 -2.511 0.435 0.317 -0.635 -0.406 0.43
H 0.667 0.756 1.831 0.053 -0.629 0.047 0.33
H -1.454 1.038 0.683 -1.112 0.315 1.663 0.51
H 0.600 -2.327 -1.307 0.831 0.237 0.721 0.38
```
Forces are in eV/Å.

Values from the calculation:
* orbital gap (spin up / spin down): 8.638 / 8.330 eV
* total charge: 0
* DFT total energy: -10930.225 eV
* max |F|: 0.063 Eh/bohr
* ΔE to the lowest compared entry with this formula, charge and spin: 131.1 kcal/mol

=====

A molecular structure, C25H39GeNOSeTeTl, computed with ωB97M-V with the def2-TZVPD basis set.

Structure (XYZ):
```
70
Properties=species:S:1:pos:R:3:forces:R:3:mulliken_charge:R:1
Tl -0.664 2.254 -0.688 -0.031 -0.026 0.001 0.54
Te 2.245 0.553 2.965 0.079 -0.049 0.006 0.65
Se -0.599 -0.857 -1.403 -0.036 -0.027 -0.002 -0.11
Ge -1.775 0.241 -4.253 -0.011 -0.040 0.028 0.37
O -2.279 1.292 0.815 0.116 -0.012 0.167 -0.79
N -0.174 0.785 1.355 -0.123 -0.052 0.095 -0.35
C 4.812 0.231 0.889 0.022 -0.012 0.021 -1.41
C 2.713 -1.027 1.618 -0.074 0.001 -0.021 -0.36
C -1.418 0.880 1.693 -0.041 0.116 -0.305 0.83
C 3.400 -2.103 4.696 0.001 -0.019 -0.030 -1.23
C 3.355 -3.096 -0.175 0.018 0.029 0.020 0.65
C 3.700 -4.193 -1.144 0.006 -0.016 0.006 -1.70
C 4.296 -0.899 4.786 0.031 0.040 0.008 1.09
C 1.271 -0.877 -1.914 0.041 0.028 0.003 -0.47
C 4.848 1.420 4.342 -0.006 -0.008 -0.005 1.29
C 7.595 -0.072 6.509 0.003 -0.003 0.009 -1.50
C 4.178 -1.984 -0.041 -0.012 -0.030 -0.008 -0.96
C 6.333 0.062 5.701 0.003 -0.004 0.005 0.55
C 1.869 -2.139 1.499 -0.002 -0.017 0.024 1.28
C 3.995 0.319 4.162 0.037 -0.057 0.058 -0.27
C -0.179 1.339 -4.517 0.018 0.021 -0.022 -1.00
C -2.436 -0.346 -5.997 0.000 0.040 -0.024 -1.15
C 2.208 -3.151 0.598 -0.005 0.002 0.004 -1.03
C 0.604 -2.318 2.295 0.004 0.018 -0.012 -1.53
C 3.875 -0.946 0.831 0.019 0.048 0.007 1.30
C -1.332 -1.328 -3.156 0.003 0.005 -0.034 -1.00
C 6.000 1.272 5.105 -0.004 0.009 -0.006 -0.82
C 5.467 -1.005 5.535 -0.002 0.012 -0.018 -1.06
C -1.889 0.556 3.085 -0.007 -0.008 -0.007 -1.02
C 4.558 2.767 3.734 -0.007 0.017 -0.014 -1.72
C -3.174 1.229 -3.308 -0.004 -0.001 0.013 -1.03
H 6.655 2.127 5.236 -0.002 -0.002 0.000 0.36
H -1.669 -0.900 -6.538 -0.002 -0.001 0.001 0.35
H 0.245 1.685 -3.574 -0.016 -0.004 -0.011 0.19
H 4.475 2.702 2.647 0.002 -0.002 0.006 0.25
H 1.847 -0.598 -1.032 -0.010 -0.020 0.018 -0.26
H 1.549 -1.883 -2.218 0.015 -0.004 0.011 0.31
H -2.717 0.522 -6.596 -0.003 -0.023 -0.016 0.35
H -3.010 1.211 -2.229 -0.007 0.005 0.014 0.27
H 3.664 -3.831 -2.175 0.002 -0.003 0.002 0.33
H 7.623 0.659 7.319 -0.003 -0.001 -0.004 0.35
H 2.370 -1.839 4.940 -0.022 0.015 -0.004 0.20
H 0.587 0.775 -5.051 0.000 0.006 -0.008 0.34
H -0.434 2.216 -5.114 0.015 0.001 0.005 0.37
H 4.274 1.166 0.721 -0.012 0.005 0.000 0.24
H 0.368 -3.377 2.397 0.000 0.002 -0.013 0.54
H -2.016 1.489 3.635 -0.012 -0.001 -0.001 0.33
H -3.223 2.268 -3.637 0.007 -0.008 0.000 0.35
H 5.698 -1.953 6.011 -0.003 -0.004 -0.003 0.25
H 8.477 0.096 5.888 -0.001 0.000 -0.002 0.32
H 4.709 -4.570 -0.968 0.000 0.008 -0.008 0.41
H 1.550 -4.010 0.512 0.005 0.004 0.004 0.29
H -4.144 0.767 -3.496 -0.001 0.008 -0.005 0.37
H 3.394 -2.528 3.691 0.006 0.004 0.014 0.17
H -3.314 -0.984 -5.890 0.005 -0.001 0.014 0.36
H -2.235 -1.909 -2.968 0.002 -0.002 0.026 0.48
H 7.678 -1.066 6.948 0.001 0.002 -0.001 0.34
H 5.292 0.308 1.866 0.003 0.002 -0.007 0.21
H -0.231 -1.829 1.790 -0.008 0.018 -0.002 0.08
H 3.614 3.177 4.098 0.005 0.004 0.001 0.31
H -1.181 -0.075 3.618 0.014 0.016 -0.014 0.21
H 3.732 -2.875 5.389 -0.005 -0.005 0.002 0.41
H 5.081 -1.917 -0.639 -0.003 0.002 0.004 0.34
H -2.862 0.071 3.013 0.018 -0.030 0.018 0.30
H 3.008 -5.031 -1.057 -0.008 0.009 -0.002 0.37
H -0.616 -1.991 -3.643 -0.001 0.003 0.008 0.41
H 1.458 -0.171 -2.720 -0.016 0.005 -0.008 0.50
H 5.349 3.474 3.980 0.001 0.002 0.001 0.39
H 5.591 0.135 0.133 -0.009 -0.003 -0.003 0.44
H 0.688 -1.877 3.287 0.008 -0.012 -0.004 0.14
```
Forces are in eV/Å.

Values from the calculation:
* orbital gap (spin up / spin down): 7.743 / 6.722 eV
* total charge: 0
* DFT total energy: -163943.512 eV
* multiplicity: 2
* max |F|: 0.006 Eh/bohr